# 1
24
Properties=species:S:1:pos:R:3:forces:R:3:lowdin_charge:R:1 method="wB97M-V/def2-TZVPD" relative_energy_kj_mol=0.0 smiles="CCP(C)[N+]1=CCCC1" homo_lumo_gap_ev=9.51 fmax_ev_per_a=0.51 total_energy_ha=-671.59136 charge=+1 homo_ev=-13.51
P 0.9580 -0.0631 -1.1268 0.135 0.090 0.135 1.0045
N -0.7203 0.1239 -0.4774 -0.206 0.029 -0.216 -0.2117
C -1.6692 0.6253 -1.1817 -0.025 -0.150 0.009 -0.0373
C -2.7147 -0.3337 0.6610 0.266 0.337 -0.170 -0.1240
C 1.2621 -1.7563 -0.5574 -0.073 -0.318 -0.068 -0.2771
C 3.3019 0.6318 0.1879 -0.110 0.296 0.269 -0.1368
C -1.2037 -0.2157 0.8892 -0.300 -0.318 -0.042 -0.1321
C 1.7851 0.8997 0.1922 -0.171 0.021 -0.150 -0.4176
C -2.9277 0.7554 -0.4043 0.243 0.184 0.406 -0.1044
H 3.5860 0.0670 1.0727 0.032 -0.156 -0.101 0.0803
H -1.4885 0.8945 -2.2160 0.006 0.153 0.016 0.1424
H -3.8598 0.7747 -0.9551 0.024 -0.211 -0.182 0.1299
H 3.8416 1.5748 0.2326 0.063 -0.028 -0.078 0.0777
H -0.9368 0.5917 1.5710 0.029 0.013 0.006 0.1341
H 3.6398 0.0947 -0.6962 0.072 -0.014 -0.072 0.0601
H -0.7525 -1.1494 1.2100 0.104 0.092 0.097 0.1162
H -2.8259 1.7263 0.1057 -0.199 0.091 -0.136 0.1467
H 1.3379 0.6579 1.1577 0.123 0.006 0.032 0.0688
H 2.2744 -2.0040 -0.8790 0.027 -0.066 0.039 0.0501
H 0.5890 -2.4426 -1.0732 0.039 -0.016 -0.044 0.0502
H -2.9101 -1.3174 0.2384 -0.271 -0.051 0.095 0.1266
H 1.5525 1.9445 -0.0221 0.124 0.051 0.068 0.0769
H -3.3041 -0.1579 1.5541 -0.007 -0.146 0.066 0.1273
H 1.1850 -1.9221 0.5166 0.078 0.113 0.020 0.0491

# 2
23
Properties=species:S:1:pos:R:3:forces:R:3:lowdin_charge:R:1 method="wB97M-V/def2-TZVPD" relative_energy_kj_mol=384.8 homo_lumo_gap_ev=8.50 fmax_ev_per_a=0.35 total_energy_ha=-276.16783 homo_ev=-7.84
C -0.6308 1.1598 -2.3548 0.080 0.020 -0.151 -0.1045
C 1.9486 -0.4139 1.1035 0.048 0.015 0.042 -0.0885
C 1.0012 -0.3616 -0.1017 -0.052 0.031 0.044 -0.4849
C -1.0974 0.7999 -0.9301 -0.013 0.006 0.107 -0.3241
C 0.1580 0.8695 -0.1209 0.045 -0.191 -0.294 -0.0152
C -1.1665 0.4300 2.1314 -0.106 -0.075 0.101 -0.0291
C 0.4147 -1.7467 -0.4072 -0.076 -0.033 -0.035 -0.0778
H -1.4910 1.3231 -3.0091 0.102 -0.036 0.093 0.0754
H -0.0196 0.3565 -2.7805 -0.095 0.126 0.023 0.0710
H -0.1934 -1.7519 -1.3174 0.093 -0.004 0.118 0.0665
H 2.7879 -1.0937 0.9186 -0.124 0.092 0.020 0.0751
H 1.6265 -0.0577 -0.9702 -0.036 0.014 0.025 0.1528
H -1.3367 -0.5640 1.7086 0.052 0.194 0.078 0.0321
H -1.6327 -0.1625 -0.9524 0.149 0.093 0.026 0.0994
H -0.0281 2.0734 -2.3316 -0.092 -0.122 -0.065 0.0769
H -2.1099 0.9783 2.1642 0.086 -0.079 0.063 0.0402
H 2.3370 0.5833 1.3284 -0.050 -0.138 -0.050 0.0797
H 1.2207 -2.4769 -0.5416 -0.114 0.098 0.028 0.0779
H -0.4594 1.0256 1.5186 -0.081 -0.042 0.193 -0.0112
H -0.2123 -2.1010 0.4204 0.095 0.078 -0.121 0.0739
H -0.7308 0.3419 3.1272 -0.127 -0.016 -0.029 0.0370
H 1.4179 -0.7808 1.9913 0.051 0.070 -0.171 0.0717
H -1.8037 1.5694 -0.5948 0.166 -0.102 -0.047 0.1058

# 3
36
Properties=species:S:1:pos:R:3:forces:R:3:lowdin_charge:R:1 method="wB97M-V/def2-TZVPD" homo_lumo_gap_ev=6.90 fmax_ev_per_a=1.54 total_energy_ha=-1062.56143 charge=-1 homo_ev=-4.50
O -1.3577 3.7888 3.7022 -0.010 -0.075 -0.004 -0.0756
O 0.3937 2.5356 0.1060 0.387 -0.322 -0.253 0.2941
O 1.3788 0.3980 0.1738 -0.522 -0.350 -1.022 0.2715
O 2.4663 2.1323 -0.9948 -0.029 -0.165 0.235 0.2605
O -1.3434 1.7452 2.9892 0.083 -0.117 -0.014 -0.0893
O -3.0917 1.8473 -0.8446 -0.031 -0.717 -0.539 -0.0297
O -4.9913 0.5883 -0.7353 1.222 0.416 -0.602 0.0554
O -1.8383 2.1682 5.0540 0.031 0.015 -0.085 -0.0784
N -1.5137 2.5725 3.9228 0.011 0.055 0.049 -0.6332
N 2.7523 -0.1664 -1.8165 -1.173 0.250 -0.206 0.1360
C 0.5879 -2.7580 1.1069 -0.249 0.004 -0.382 -0.0926
C 1.9742 -1.4110 -2.0074 0.814 -0.181 -0.054 -0.1977
C -1.1732 0.4757 -0.1976 0.178 0.431 0.225 -0.0022
C 2.2014 -2.4130 -0.8690 -0.233 -0.156 -0.230 -0.1850
C 0.9221 -3.1118 -0.3537 0.655 0.423 0.358 -0.2302
C -4.0937 1.1237 -1.3588 -1.172 -0.408 0.915 -0.3535
C -2.3911 1.2603 0.2933 0.019 0.043 0.227 -0.1409
B 1.7238 2.8516 -0.0686 -0.001 0.601 0.044 -0.3055
B 2.2112 0.7689 -0.8798 0.450 0.042 0.446 -0.6885
B 0.2005 1.1720 0.0686 -0.024 -0.095 0.729 -0.5285
H 2.8863 -3.1740 -1.2363 0.201 -0.056 0.003 0.0988
H 0.9158 -1.2208 -2.1829 -0.212 0.107 0.247 0.1076
H 2.7881 0.3126 -2.7071 0.650 0.040 -0.086 0.1211
H -3.0445 0.6023 0.8508 -0.361 0.102 0.005 0.1221
H -4.0634 1.0515 -2.4551 0.075 0.384 -0.047 0.1335
H 0.0992 -2.8307 -1.0033 -0.206 -0.149 -0.119 0.0914
H 0.8170 -3.5815 1.7742 0.141 -0.042 0.187 0.0641
H 2.2441 3.6979 0.5815 -0.069 0.205 -0.183 0.1209
H 2.7237 -1.8979 -0.0701 -0.048 0.040 0.225 0.1030
H -1.1321 -0.5271 0.2190 -0.120 -0.138 0.057 0.1015
H -0.4684 -2.5322 1.2218 -0.158 -0.059 0.102 0.0618
H 1.1268 -1.8693 1.4118 0.085 0.098 0.171 0.0631
H 1.0917 -4.1806 -0.4299 -0.314 -0.230 -0.132 0.0895
H -2.1057 2.0749 0.9419 -0.028 0.159 0.081 0.1014
H -1.2500 0.3636 -1.2819 0.031 -0.109 -0.157 0.1248
H 2.3530 -1.8569 -2.9251 -0.077 -0.046 -0.194 0.1087

# 4
29
Properties=species:S:1:pos:R:3:forces:R:3:lowdin_charge:R:1 method="wB97M-V/def2-TZVPD" homo_lumo_gap_ev=7.09 fmax_ev_per_a=2.45 total_energy_ha=-3155.58803 charge=-1 homo_ev=-4.63
Br 3.9190 -0.2120 -1.6320 0.048 -0.058 0.122 0.5933
O -1.3293 1.0173 2.8581 -0.083 -0.051 0.206 0.0576
O 2.5103 1.5456 -3.1590 0.098 -1.500 0.793 -0.0451
O -0.5196 2.5665 1.5954 0.047 0.063 -0.159 0.0853
N -0.9611 2.1501 2.6402 0.025 0.090 0.128 -0.4460
C -1.6964 -0.3040 -0.1615 -0.289 -0.177 0.087 -0.0971
C 0.6592 -0.6962 0.6687 -0.058 0.157 0.284 -0.0951
C -1.0648 3.1097 3.7743 0.048 0.160 0.009 0.0389
C -0.3562 -2.1927 -1.1754 0.366 0.471 0.293 -0.2084
C -0.5957 -1.3230 0.0955 -0.081 -0.427 -0.503 -0.4474
C 1.0554 -0.3054 -2.6533 0.838 -0.754 1.003 -0.1938
C 2.3436 0.4757 -2.6172 -0.612 1.924 -1.385 -0.7664
B 0.9741 -1.8711 -2.0977 -0.359 -0.485 -0.440 -0.5453
H -1.2844 -2.1783 -1.7488 -0.206 0.029 -0.227 0.0661
H 1.4994 -1.3763 0.6709 0.203 -0.232 -0.149 0.0661
H -1.8226 0.4033 0.6464 0.119 0.243 0.145 0.0293
H 1.9663 -2.2306 -1.4910 0.080 0.216 0.051 0.0056
H -0.4579 2.7194 4.5850 -0.053 -0.057 0.032 0.0959
H -0.7030 4.0745 3.4404 0.016 -0.006 -0.046 0.0895
H -0.9863 -1.9908 0.8620 -0.114 -0.121 0.311 0.1102
H 0.7052 -0.2116 -3.6706 -0.058 0.157 -0.422 0.0867
H -2.6380 -0.8387 -0.2432 -0.302 -0.134 -0.152 0.0664
H -1.5704 0.2309 -1.0964 0.214 0.195 -0.188 0.0687
H -0.2535 -3.2224 -0.8376 0.084 -0.323 -0.016 0.0670
H 0.8989 -2.6053 -3.0945 0.043 -0.013 -0.005 0.0356
H -2.1096 3.1577 4.0643 -0.004 -0.072 0.048 0.0944
H 0.3886 0.3016 -2.0489 -0.144 0.360 0.160 0.0751
H 0.9481 0.1971 0.1306 0.187 0.213 -0.258 0.0641
H 0.4807 -0.3910 1.6956 -0.054 0.132 0.278 0.0489

# 5
32
Properties=species:S:1:pos:R:3:forces:R:3:lowdin_charge:R:1 method="wB97M-V/def2-TZVPD" homo_lumo_gap_ev="4.83 / 4.79" fmax_ev_per_a=4.46 total_energy_ha=-2184.95054 charge=+3 homo_ev="-18.55 / -18.49"
Ce 1.5151 0.3532 1.8709 -0.200 -1.672 -0.203 1.0563
I -1.2642 -1.9201 1.3791 1.091 0.840 1.908 0.7374
Cl 3.6340 -1.0060 2.0917 -1.554 1.036 -0.167 0.2138
P -1.0686 -1.8840 -1.9380 -0.734 -1.402 -0.994 0.8532
O -2.2031 1.6254 1.7606 3.716 -1.190 0.545 0.1565
O 1.7131 2.1268 3.1376 -0.291 -1.503 -1.146 -0.2453
O 0.5449 -0.1660 -0.3459 -1.782 -0.725 -2.395 -0.2990
N 3.2664 3.4886 4.0714 -1.355 -0.581 -0.401 0.2566
N 1.0000 3.8310 4.4763 0.995 -0.988 -0.835 0.2546
C -2.8218 -1.7643 -1.5492 -0.312 -0.129 0.817 -0.2005
C 0.0127 0.6636 -2.4891 -0.029 0.241 0.192 -0.0016
C -0.1447 -0.3725 -1.4201 3.358 2.412 1.675 -0.3681
C 1.9852 3.1329 3.8849 0.665 2.129 1.604 -0.4977
C -1.1114 -1.9856 -3.7536 0.423 0.605 -0.170 -0.1599
C -0.1132 -3.3257 -1.4730 -0.080 -0.603 0.631 -0.1995
C -1.1262 1.2471 1.8934 -3.697 1.194 -0.564 -0.0868
H -1.5213 -1.0752 -4.2138 0.071 -0.292 0.120 0.0820
H -0.3297 -3.6101 -0.4308 0.296 -0.050 -0.668 -0.0228
H -1.7766 -2.8266 -4.0066 0.191 0.202 0.227 0.0947
H -0.9673 1.0879 -2.7490 0.023 -0.165 -0.185 0.1269
H 3.4911 4.2878 4.6492 0.290 -0.136 -0.087 0.1561
H -0.1149 -2.1935 -4.1695 -0.269 0.073 0.117 0.0890
H 1.2362 4.6221 5.0602 -0.347 -0.033 0.038 0.1549
H -3.3355 -2.5780 -2.0758 0.144 0.185 -0.104 0.0943
H 0.6620 1.4841 -2.1592 -0.199 -0.309 0.016 0.1104
H 0.4504 0.2263 -3.4045 -0.292 0.019 0.256 0.1219
H -0.3928 -4.1549 -2.1456 0.126 0.353 0.142 0.0957
H 0.9633 -3.1120 -1.5783 -0.363 -0.058 -0.051 0.0938
H 0.0408 3.5380 4.3463 0.151 0.277 0.201 0.1443
H -3.2184 -0.7944 -1.8753 0.103 -0.206 -0.079 0.0919
H -2.9953 -1.8820 -0.4707 -0.170 0.133 -0.711 -0.0527
H 3.9898 2.9359 3.6266 0.033 0.342 0.273 0.1498

# 6
29
Properties=species:S:1:pos:R:3:forces:R:3:lowdin_charge:R:1 method="wB97M-V/def2-TZVPD" homo_lumo_gap_ev=5.24 fmax_ev_per_a=0.90 total_energy_ha=-1763.80255 charge=-1 homo_ev=-2.52
Cl -1.1505 -2.7077 1.8323 -0.018 0.037 -0.044 0.5652
Cl -2.8347 -4.5787 -0.4846 0.004 0.016 0.007 0.5085
P -1.3164 2.3689 -0.1425 0.558 0.259 -0.005 0.6935
O -1.1696 1.4552 -1.6099 -0.342 0.224 -0.066 -0.4025
O 1.8774 -1.2799 0.7341 0.364 0.160 -0.252 -0.0802
O -2.2259 1.2095 0.7098 -0.326 -0.067 -0.282 -0.4072
C 2.5237 1.6016 0.0807 0.090 0.156 -0.203 -0.2366
C 1.2896 -0.6251 -0.3883 -0.091 0.026 -0.301 -0.3014
C 0.1054 2.2903 0.8481 0.100 -0.760 -0.478 -0.4597
C 2.2030 0.4757 -0.9090 0.047 -0.122 0.058 -0.1910
C 1.4683 2.7090 0.2810 -0.227 0.303 0.637 -0.3469
C -1.7751 -2.1464 0.2480 0.016 0.137 -0.073 -0.6475
C -3.0560 -2.8359 -0.1300 -0.050 0.059 0.012 -0.6488
H -3.7957 -2.7604 0.6624 0.011 -0.014 0.002 0.0671
H 0.3232 -0.2055 -0.1087 0.082 0.065 0.007 0.0626
H -3.4506 -2.3751 -1.0335 0.007 -0.016 -0.003 0.0756
H -1.9539 -1.0696 0.3303 -0.010 -0.066 0.072 0.0454
H 1.3370 3.2574 -0.6642 0.042 -0.081 0.061 0.0825
H 3.1371 -0.0185 -1.2188 -0.081 0.137 0.059 0.1033
H 1.1600 -1.6209 1.2620 -0.250 -0.192 0.339 0.0066
H 1.7547 0.9006 -1.8166 -0.057 -0.079 0.130 0.1094
H 1.1283 -1.3645 -1.1939 0.014 0.105 0.057 0.1084
H 3.4332 2.1011 -0.2928 -0.075 -0.103 0.120 0.0932
H 2.7940 1.1709 1.0527 -0.120 -0.014 -0.096 0.1010
H -1.1625 0.5084 -1.4625 0.152 -0.378 0.149 -0.0289
H -0.9921 -2.3225 -0.4858 -0.014 -0.057 0.031 0.0596
H 0.1764 1.3128 1.3640 0.080 0.216 0.021 0.0016
H 1.9579 3.4185 0.9757 -0.011 0.030 -0.237 0.0677
H -1.7859 1.1308 1.5599 0.107 0.017 0.278 -0.0005